# 1
Formula: C5H10O
Source: the OMol25 dataset
Level of theory: wB97M-V/def2-TZVPD

Properties
HOMO-LUMO gap (alpha / beta) (eV): 8.26 / 7.90
Highest occupied orbital energy (alpha / beta) (eV): -7.17 / -6.90
LUMO level (alpha / beta) (eV): 1.1 / 1.0

ORCA input file:
```
! RIJCOSX wB97M-V def2-TZVPD def2/J DEFGRID3
* xyz 0 1
C -1.35356 2.20124 -0.00982
C -1.11155 0.81029 0.53855
C 0.29379 0.32213 0.64577
O 0.33285 -0.92538 1.15176
C 1.11528 -1.74245 0.46995
C 1.27149 -1.82358 -0.99475
H -0.84894 2.92771 0.62400
H -2.42158 2.47819 -0.05692
H -0.94549 2.24287 -1.01949
H -1.52374 0.74244 1.54877
H -1.65505 0.09696 -0.09209
H 1.21662 0.70887 0.21312
H 1.63872 -2.46885 1.05774
H 0.43307 -1.32030 -1.50203
H 1.36338 -2.90271 -1.24295
H 2.19471 -1.34742 -1.33159
*
```

Results of the natural (NBO) charge analysis, in e, for atoms 1 through 8: -0.600, -0.475, 0.087, -0.444, 0.116, -0.696, 0.205, 0.214

***

# 2
Formula: C44H37FN7O4PtSSb
Source: the OMol25 dataset
Level of theory: wB97M-V/def2-TZVPD

Properties
HOMO-LUMO gap (eV): 5.57
Highest occupied orbital energy (eV): -6.91
LUMO level (eV): -1.3

ORCA input file:
```
! RIJCOSX wB97M-V def2-TZVPD def2/J DEFGRID3
* xyz 0 1
Pt -0.52039 1.80516 0.25980
C 5.12896 4.37421 -2.82916
C 3.86463 4.21498 -2.01740
C 2.85328 5.17199 -2.04305
C 1.68155 4.99040 -1.33661
C 1.44909 3.85381 -0.54380
N 0.21847 3.64714 0.06714
C -0.51581 4.70653 0.59226
C 0.11162 5.78777 1.22700
C -0.60145 6.77971 1.87241
C -1.99118 6.74216 1.94092
C -2.77993 7.75249 2.73950
C -2.62727 5.70261 1.28812
C -1.92013 4.72376 0.59738
N -2.68946 3.75788 -0.13532
C -3.89126 3.95931 -0.72057
C -4.28657 2.77517 -1.29607
C -3.25157 1.87539 -1.02178
N -2.30180 2.48128 -0.32285
C 2.49769 2.92266 -0.48184
C 3.65587 3.09476 -1.23656
N 2.44500 1.77105 0.37653
C 3.49778 1.11071 0.91085
C 3.01287 0.06184 1.65665
C 1.62220 0.14912 1.53625
N 1.29896 1.17982 0.77020
H 5.31416 5.42429 -3.05949
H 5.05310 3.83520 -3.77828
H 5.99506 3.98144 -2.29329
H 2.96960 6.06091 -2.65625
H 0.89071 5.72736 -1.40524
H 1.19457 5.81477 1.23484
H -0.06077 7.58378 2.36269
H -2.20117 8.66048 2.91174
H -3.04250 7.33956 3.71773
H -3.70937 8.01879 2.23400
H -3.71035 5.63565 1.32419
H -4.36151 4.92857 -0.71616
H -5.19155 2.57970 -1.84896
H -3.14181 0.84299 -1.30927
H 4.41070 2.31539 -1.22186
H 4.50962 1.44274 0.75277
H 3.57483 -0.66929 2.21747
H 0.85020 -0.47053 1.96028
S 0.31380 -1.88564 -1.28811
Sb 1.04979 -4.01797 -0.87506
C 1.83536 -3.91967 1.11314
C 1.08751 -3.35707 2.14418
C 1.62670 -3.23151 3.41861
C 2.91966 -3.67852 3.67195
C 3.66817 -4.25298 2.65244
C 3.12748 -4.37634 1.37617
C -0.93882 -4.82446 -0.45161
C -1.30553 -5.33422 0.77703
C -2.61897 -5.76252 0.94871
C -3.51880 -5.70892 -0.11040
C -3.11161 -5.23026 -1.35249
C -1.80640 -4.78873 -1.53111
C 2.98158 -3.75474 -1.89659
C 3.14527 -4.28887 -3.16786
C 4.25988 -3.92053 -3.91509
C 5.17954 -3.02536 -3.38759
C 4.99098 -2.50005 -2.11262
C 3.88452 -2.86058 -1.35613
H 0.08394 -2.99605 1.94393
H 1.04719 -2.76501 4.20637
H 3.34357 -3.57558 4.66379
H 4.67574 -4.59899 2.84710
H 3.71911 -4.82384 0.58436
H -0.59897 -5.40408 1.59653
H -2.93509 -6.13450 1.91504
H -4.53483 -6.05851 0.02662
H -3.80725 -5.20224 -2.18410
H -1.48341 -4.41714 -2.49617
H 2.42079 -4.97720 -3.58076
H 4.39850 -4.32624 -4.90974
H 6.04137 -2.72872 -3.97267
H 5.70499 -1.79592 -1.70426
H 3.73339 -2.44297 -0.36825
F -3.70450 -2.02185 -2.96809
C -4.08208 -2.13459 -1.68522
C -3.20950 -1.91490 -0.70221
N -3.56133 -2.03309 0.63054
C -2.58091 -1.71745 1.68222
C -2.04879 -0.28148 1.59260
O -2.29448 0.51555 2.47854
O -1.33150 -0.08878 0.51018
C -4.82008 -2.47105 1.00751
O -5.15477 -2.67394 2.15808
N -5.68829 -2.66369 -0.05404
C -5.46009 -2.49365 -1.42234
O -6.34711 -2.64416 -2.23566
H -2.18211 -1.62651 -0.90715
H -1.74147 -2.40669 1.57097
H -3.06125 -1.86020 2.63777
H -6.61551 -2.96107 0.20404
*
```

Results of the Mulliken charge analysis, in e, for atoms 1 through 8: 0.728, -1.529, 0.344, -1.067, -0.013, 0.425, -0.631, 0.426

***

Calculated F_max (eV Å⁻¹), listed in the same order as above: 1.81 3.20
Calculated relative energy (zero: lowest compared OMol25 entry of this formula, charge and spin) (kcal per mole), listed in the same order as above: 90.9 48.7
Calculated DFT total energy (eV), listed in the same order as above: -7390.8229 -88186.1406